(1)
Entry from the OMol25 dataset: C23H52N2NbO3 as an isolated structure (ωB97M-V with the def2-TZVPD basis set).

Each line ends with the Mulliken charge.
CARTESIAN COORDINATES (ANGSTROEM)
C 5.08197 -0.96064 1.12755  -0.84
O 4.20773 -0.72288 0.04124  -0.34
C 4.90723 -0.45330 -1.16418  -0.46
C 5.50710 -1.68553 -1.78861  -0.26
C 6.41041 -1.39049 -2.99404  -0.39
C 7.82536 -2.01524 -2.84473  -1.52
Nb 9.19047 -0.83325 -1.44282  -0.75
H 4.52943 -0.83337 2.04629  0.24
H 5.46360 -1.97479 1.11523  0.31
H 5.94585 -0.31297 1.07698  0.35
H 4.15304 -0.07748 -1.84674  0.36
H 5.63752 0.33462 -1.03747  0.26
H 6.10314 -2.20416 -1.05448  0.36
H 4.71651 -2.36623 -2.06849  0.12
H 6.50435 -0.32451 -3.15543  0.36
H 5.97468 -1.84483 -3.87249  0.32
H 7.67178 -3.01792 -2.46237  0.42
H 8.30993 -2.11177 -3.80878  0.47
H 8.03467 0.59162 -1.16850  0.02
H 8.44806 -1.62983 0.05269  0.00
H 10.47396 -2.15837 -1.61825  -0.01
H 9.82073 0.11299 -2.89652  -0.02
H 10.48312 -0.07959 -0.36429  0.03
C 1.38410 -1.02789 -1.68678  -2.10
C 0.17194 -0.07643 -1.62581  2.45
C -0.74601 -0.46728 -0.47047  -0.91
C -1.54385 -1.74454 -0.73297  -0.53
C -2.30194 -1.65267 -2.05730  -1.36
C -1.40808 -1.28182 -3.23922  1.73
N -0.59349 -0.07799 -2.90909  0.52
O -1.29073 0.99684 -3.04163  -0.65
C -0.51279 -2.47261 -3.62774  -1.76
C -2.26916 -0.98817 -4.46073  -1.90
C 0.74220 1.31271 -1.37484  -2.07
H 1.83670 -1.02573 -2.67901  0.57
H 2.15166 -0.71464 -0.98222  0.38
H 1.14326 -2.05614 -1.42152  0.04
H -1.44987 0.34862 -0.27952  -0.12
H -0.14745 -0.58272 0.43500  0.50
H -0.88539 -2.61620 -0.72604  0.37
H -2.25649 -1.90022 0.08057  0.42
H -2.79800 -2.60144 -2.27345  0.40
H -3.09325 -0.90190 -1.95843  0.35
H 0.22087 -2.17323 -4.37608  0.36
H -1.12547 -3.26467 -4.05885  0.48
H 0.01690 -2.91666 -2.79027  0.28
H -3.00833 -0.21427 -4.26611  0.38
H -2.80297 -1.89373 -4.74749  0.42
H -1.65440 -0.67148 -5.30396  0.45
H 1.37729 1.62795 -2.20340  0.47
H 1.34987 1.28766 -0.47184  0.42
H -0.03664 2.06095 -1.23417  0.38
C -6.11311 0.22802 3.56690  -1.78
C -5.43527 1.41774 4.28073  1.80
C -6.10008 2.73032 3.86725  -1.32
C -5.75305 3.16150 2.44167  -0.47
C -4.23859 3.19785 2.23477  -1.45
C -3.54686 1.89142 2.61900  1.95
N -3.97398 1.46425 3.98389  0.46
O -3.33963 2.11749 4.89327  -0.62
C -3.84585 0.80272 1.57404  -1.74
C -2.03622 2.08657 2.59739  -1.79
C -5.63455 1.19165 5.77358  -1.90
H -5.45112 -0.63711 3.53554  0.33
H -7.01203 -0.06894 4.10591  0.49
H -6.43066 0.45586 2.55165  0.31
H -5.79022 3.52085 4.55777  0.39
H -7.18177 2.62600 3.97638  0.36
H -6.22350 2.49673 1.71272  0.32
H -6.16793 4.15351 2.25373  0.41
H -4.00741 3.42509 1.19268  0.39
H -3.82059 4.01395 2.83215  0.41
H -3.46882 -0.16536 1.90660  0.43
H -3.34941 1.04529 0.63566  0.39
H -4.90056 0.69545 1.33384  0.15
H -1.71793 2.90458 3.23924  0.40
H -1.72007 2.31962 1.58131  0.39
H -1.52004 1.18003 2.91527  0.43
H -5.13809 0.27641 6.09871  0.44
H -6.69970 1.09610 5.98063  0.44
H -5.25406 2.01804 6.36927  0.38

Results
HOMO (alpha / beta) in eV: -4.7 / -4.7
Net charge: -1
⟨S²⟩: 2.008
Kohn-Sham gap (alpha / beta) in eV: 6.570 / 6.297
Multiplicity: 3

(2)
Entry from the OMol25 dataset: a 2-piece molecular cluster, C23H52N3O5P overall (ωB97M-V with the def2-TZVPD basis set).

Each line ends with the Mulliken charge.
CARTESIAN COORDINATES (ANGSTROEM)
C 5.00635 -2.83493 4.02934  -1.01
C 5.34842 -1.85466 2.94106  -0.27
O 4.22137 -1.06069 2.52337  -0.29
P 3.07560 -1.82825 1.71845  0.77
O 1.95884 -2.11796 2.59118  -0.79
C 2.57316 -0.78188 0.32602  -0.88
C 1.82732 0.42563 0.84975  -1.79
C 1.77961 1.57044 -0.16962  0.29
C 2.88057 2.51043 0.23838  -1.41
N 3.05694 3.57120 -0.73929  -0.32
C 1.81652 4.26962 -1.04411  -1.49
C 0.64653 3.37177 -1.34557  0.38
C 0.70792 2.77434 -2.77318  -0.91
N 2.00341 2.96009 -3.41396  -0.62
N 0.47134 2.28262 -0.33302  0.37
C -0.07237 2.81314 0.94039  -0.62
C -1.57655 3.20839 0.85304  -1.32
C -2.57386 2.24738 1.46686  -1.12
C -2.58562 0.90135 0.72230  0.56
C -3.16754 -0.17665 1.59881  -1.06
C -3.06066 -1.54963 0.95886  -0.98
C -3.61616 -1.56121 -0.46848  0.18
C -3.12578 -2.75344 -1.27491  -1.01
C -1.66893 -2.69592 -1.60583  -0.16
O -1.39691 -1.87558 -2.75831  -0.38
C -1.66287 -2.53357 -3.98428  -0.89
O 3.67237 -3.20249 1.14274  -0.24
C 4.02161 -3.24429 -0.24921  0.08
C 4.83113 -4.50396 -0.52849  -1.33
H 5.73523 -3.62472 4.09281  0.35
H 4.99523 -2.34901 4.98904  0.32
H 4.04401 -3.29778 3.88700  0.30
H 5.84670 -2.33861 2.11625  0.24
H 6.05156 -1.15026 3.34658  0.35
H 1.98199 -1.35206 -0.37719  0.39
H 3.48386 -0.42450 -0.13489  0.42
H 2.41781 0.80450 1.67116  0.61
H 0.88437 0.15524 1.28333  0.76
H 2.08633 1.17309 -1.12194  0.53
H 3.76715 1.90082 0.19069  0.51
H 2.76399 2.85194 1.26367  0.41
H 3.67398 4.26011 -0.34236  0.34
H 1.55429 4.90037 -0.19639  0.50
H 1.92061 4.93152 -1.87850  0.56
H -0.21848 4.00311 -1.34589  0.73
H 0.51258 1.70613 -2.66064  0.38
H -0.04714 3.21196 -3.39799  0.51
H 1.96013 2.57790 -4.34790  0.28
H 2.71610 2.41781 -2.95193  0.22
H -0.24428 1.64412 -0.68391  0.12
H 0.05363 2.09805 1.73385  0.31
H 0.42268 3.70717 1.25726  0.78
H -1.84576 3.28313 -0.19257  0.41
H -1.63821 4.17444 1.31529  0.23
H -2.31363 2.08632 2.50582  0.55
H -3.56967 2.65714 1.35990  0.50
H -1.61132 0.58252 0.35548  -0.08
H -3.22202 1.03587 -0.13954  0.35
H -2.62243 -0.16913 2.53408  0.47
H -4.18720 0.10738 1.81253  0.07
H -3.65764 -2.24375 1.53213  0.49
H -2.04794 -1.91374 1.02079  0.39
H -3.43448 -0.63902 -0.99546  0.16
H -4.68528 -1.66910 -0.41630  0.06
H -3.32680 -3.63282 -0.67946  0.43
H -3.69834 -2.86705 -2.18285  0.41
H -1.28776 -3.69189 -1.80526  0.33
H -1.08873 -2.28363 -0.81544  0.01
H -0.72183 -2.68330 -4.50324  0.25
H -2.16772 -3.47207 -3.83882  0.40
H -2.25852 -1.89207 -4.61106  0.28
H 4.63033 -2.40661 -0.54330  0.26
H 3.11632 -3.29147 -0.83257  0.27
H 4.51085 -4.90574 -1.47311  0.39
H 4.72520 -5.20707 0.27718  0.31
H 5.87255 -4.23840 -0.61801  0.32
C -6.99353 0.14881 0.41729  -0.72
C -6.79585 1.66258 0.16126  -0.58
O -5.48615 1.99577 0.09449  -0.73
H -6.53819 -0.15211 1.36544  0.22
H -8.06421 -0.10878 0.46821  0.45
H -6.54947 -0.44275 -0.38801  0.02
H -7.39219 2.16524 0.96822  0.22
H -7.40451 1.87312 -0.75751  0.23

Results
HOMO in eV: -4.8
Kohn-Sham gap in eV: 4.450

DFT total energy per entry: -1299.3736; -1789.2552 Eh
Max |F| per entry: 0.0301; 0.0370 Eh/bohr